This record from OMol25 describes a cluster of 3 separate species, C3H8N2O2 in total in a non-equilibrium geometry. The level of theory is ωB97M-V/def2-TZVPD.

Output
SMILES ... c1c[nH]cn1.O.O
Total charge ... 0
Orbital gap ... 9.70 eV
Total energy ... -10315.0551 eV
HOMO level ... -8.88 eV

Geometry (Å):
1 C -1.1624 -1.2570 -0.5793
2 C -0.4862 -0.0679 -0.8243
3 N -1.0073 0.9945 -0.0939
4 C -1.9976 0.5312 0.6066
5 N -2.1068 -0.8745 0.3146
6 H -0.9649 -2.2462 -1.0587
7 H 0.3230 0.0578 -1.4599
8 H -2.7478 1.1486 1.0366
9 H -3.0775 -1.3300 0.5613
10 H 0.6621 1.4353 0.9321
11 H 2.1193 2.0351 1.1568
12 O 1.7102 1.1792 1.1213
13 H 3.6151 -0.7038 -0.8561
14 H 2.4724 -0.1152 -0.1324
15 O 2.6483 -0.7871 -0.7246

natural (NBO) analysis output, partial charges in e: atom 1 (C): -0.09, atom 2 (C): -0.09, atom 3 (N): -0.50, atom 4 (C): 0.15, atom 5 (N): -0.54, atom 6 (H): 0.24, atom 7 (H): 0.22, atom 8 (H): 0.21, atom 9 (H): 0.42, atom 10 (H): 0.51, atom 11 (H): 0.47, atom 12 (O): -0.99, atom 13 (H): 0.46, atom 14 (H): 0.49, atom 15 (O): -0.95

This record from OMol25 describes a structure of composition C53H34MnN14O in a non-equilibrium geometry. The level of theory is ωB97M-V/def2-TZVPD.

Output
2S+1 ... 6
Expectation value of S² ... 9.049
Total charge ... -2
Orbital gap (spin up / spin down) ... 4.69 / 4.69 eV
Total energy ... -109741.8965 eV
HOMO level (spin up / spin down) ... -0.76 / -1.20 eV

Geometry (Å):
1 Mn 0.7794 1.1218 0.2768
2 C -5.2195 0.0743 -2.5695
3 C -5.6714 1.0162 -1.6238
4 C -4.7847 1.6214 -0.7445
5 C -3.4346 1.2648 -0.8154
6 C -2.2526 1.7015 -0.0771
7 N -2.3298 2.4887 0.9823
8 C -1.2685 2.9844 1.6088
9 C -1.2893 3.8432 2.7816
10 C -2.2765 4.1828 3.7126
11 C -1.9147 4.9940 4.7793
12 C -0.5912 5.4629 4.9202
13 C 0.3819 5.1222 3.9869
14 C 0.0139 4.3058 2.9211
15 C 0.7889 3.7089 1.8024
16 N 2.0626 4.0868 1.4550
17 C 2.6886 3.5380 0.4278
18 N 2.3356 2.4993 -0.3149
19 C 3.4041 2.1554 -1.1527
20 N 3.5406 1.1107 -1.9040
21 C 2.5699 0.1645 -2.0907
22 N 1.3139 0.1787 -1.5612
23 C 0.5542 -0.6994 -2.1891
24 N -0.8062 -0.7110 -2.2117
25 C -1.5276 0.2166 -1.5557
26 N -1.1342 1.0619 -0.6098
27 C -2.9919 0.3385 -1.7409
28 C -3.8722 -0.2667 -2.6361
29 C 1.3999 -1.5191 -3.0637
30 C 1.1502 -2.6485 -3.8465
31 C 2.1969 -3.1923 -4.5764
32 C 3.4822 -2.5987 -4.5466
33 C 3.7280 -1.4692 -3.7818
34 C 2.6730 -0.9446 -3.0140
35 C 4.4864 3.1595 -0.9813
36 C 5.7237 3.3263 -1.5890
37 C 6.5140 4.3993 -1.1782
38 C 6.0750 5.2665 -0.1723
39 C 4.8327 5.0740 0.4324
40 C 4.0534 4.0155 0.0001
41 N 0.0317 2.8961 1.1478
42 H -5.9300 -0.3867 -3.2443
43 H -6.7260 1.2741 -1.5925
44 H -5.1184 2.3579 -0.0151
45 H -3.2904 3.8005 3.6039
46 H -2.6541 5.2619 5.5262
47 H -0.3329 6.0867 5.7701
48 H 1.4114 5.4621 4.0853
49 H -3.5033 -0.9845 -3.3652
50 H 0.1572 -3.0901 -3.8775
51 H 2.0321 -4.0805 -5.1783
52 H 4.2839 -3.0392 -5.1381
53 H 4.7056 -0.9972 -3.7565
54 H 6.0528 2.6340 -2.3560
55 H 7.4864 4.5584 -1.6282
56 H 6.7110 6.0877 0.1410
57 H 4.4806 5.7190 1.2342
58 C -6.6019 -1.8244 -0.4960
59 C -5.2248 -2.4468 -0.6297
60 C -4.9065 -3.6605 -0.0275
61 C -3.6322 -4.2245 -0.1248
62 C -2.6455 -3.5629 -0.8495
63 N -1.3009 -4.0223 -0.9655
64 C -0.8043 -5.2720 -0.6739
65 O -1.4860 -6.2833 -0.5311
66 N 0.5815 -5.3293 -0.6377
67 C 1.5252 -4.2820 -0.3872
68 C 2.8413 -4.4261 -0.8050
69 C 3.7368 -3.3902 -0.6080
70 C 3.2923 -2.2231 0.0045
71 N 2.0458 -2.1022 0.4506
72 C 1.1891 -3.1153 0.2795
73 C -2.9474 -2.3512 -1.4645
74 C -4.2192 -1.8029 -1.3485
75 H -7.3321 -2.5531 -0.1346
76 H -6.9542 -1.4312 -1.4543
77 H -6.5879 -0.9860 0.2106
78 H -5.6678 -4.1849 0.5468
79 H -3.4060 -5.1642 0.3601
80 H -0.6423 -3.3383 -1.3013
81 H 0.9228 -6.2585 -0.6786
82 H 3.1489 -5.3419 -1.3049
83 H 4.7649 -3.4701 -0.9520
84 H 3.9549 -1.3678 0.1595
85 H 0.1926 -2.9627 0.6920
86 H -2.1672 -1.8150 -2.0139
87 H -4.4230 -0.8416 -1.8240
88 N 6.1536 1.8238 3.7726
89 C 5.1450 1.2848 3.5056
90 N 4.0171 0.6010 3.2950
91 C 3.1285 0.6621 2.3374
92 N 2.2884 0.6107 1.5409
93 C -1.8788 -1.3242 3.6571
94 C -0.9412 -0.3489 4.0063
95 C -0.1380 0.2436 3.0276
96 C -0.2534 -0.0877 1.6825
97 C -1.1803 -1.0753 1.3535
98 C -1.9829 -1.6985 2.3161
99 H -2.5175 -1.7823 4.4131
100 H -0.8380 -0.0306 5.0407
101 H 0.5856 0.9882 3.3418
102 H -1.3141 -1.3740 0.3159
103 H -2.7026 -2.4536 2.0057

Results of the Löwdin charge analysis, in e, for atoms 1 through 99: atom 1 (Mn): 0.83, atom 2 (C): -0.14, atom 3 (C): -0.09, atom 4 (C): -0.02, atom 5 (C): -0.09, atom 6 (C): -0.26, atom 7 (N): 0.20, atom 8 (C): -0.29, atom 9 (C): -0.12, atom 10 (C): -0.03, atom 11 (C): -0.11, atom 12 (C): -0.11, atom 13 (C): -0.03, atom 14 (C): -0.11, atom 15 (C): -0.29, atom 16 (N): 0.18, atom 17 (C): -0.31, atom 18 (N): 0.06, atom 19 (C): -0.27, atom 20 (N): 0.19, atom 21 (C): -0.28, atom 22 (N): 0.08, atom 23 (C): -0.30, atom 24 (N): 0.13, atom 25 (C): -0.31, atom 26 (N): 0.07, atom 27 (C): -0.11, atom 28 (C): -0.13, atom 29 (C): -0.12, atom 30 (C): -0.04, atom 31 (C): -0.12, atom 32 (C): -0.12, atom 33 (C): -0.04, atom 34 (C): -0.13, atom 35 (C): -0.11, atom 36 (C): -0.02, atom 37 (C): -0.10, atom 38 (C): -0.10, atom 39 (C): -0.02, atom 40 (C): -0.10, atom 41 (N): 0.08, atom 42 (H): 0.12, atom 43 (H): 0.10, atom 44 (H): 0.10, atom 45 (H): 0.11, atom 46 (H): 0.08, atom 47 (H): 0.08, atom 48 (H): 0.11, atom 49 (H): 0.16, atom 50 (H): 0.10, atom 51 (H): 0.08, atom 52 (H): 0.08, atom 53 (H): 0.10, atom 54 (H): 0.10, atom 55 (H): 0.09, atom 56 (H): 0.09, atom 57 (H): 0.11, atom 58 (C): -0.05, atom 59 (C): -0.22, atom 60 (C): -0.06, atom 61 (C): -0.03, atom 62 (C): -0.20, atom 63 (N): 0.15, atom 64 (C): -0.51, atom 65 (O): 0.03, atom 66 (N): 0.14, atom 67 (C): -0.22, atom 68 (C): -0.03, atom 69 (C): -0.06, atom 70 (C): -0.14, atom 71 (N): 0.10, atom 72 (C): -0.08, atom 73 (C): 0.00, atom 74 (C): -0.05, atom 75 (H): 0.07, atom 76 (H): 0.06, atom 77 (H): 0.08, atom 78 (H): 0.10, atom 79 (H): 0.10, atom 80 (H): 0.11, atom 81 (H): 0.12, atom 82 (H): 0.11, atom 83 (H): 0.10, atom 84 (H): 0.11, atom 85 (H): 0.10, atom 86 (H): 0.07, atom 87 (H): -0.08, atom 88 (N): 0.03, atom 89 (C): -0.43, atom 90 (N): 0.05, atom 91 (C): -0.29, atom 92 (N): 0.10, atom 93 (C): -0.11, atom 94 (C): -0.09, atom 95 (C): -0.12, atom 96 (C): -0.15, atom 97 (C): -0.12, atom 98 (C): -0.08, atom 99 (H): 0.09

This record from OMol25 describes an isolated molecule of C3H5N2P in a non-equilibrium geometry. The level of theory is ωB97M-V/def2-TZVPD.

Output
Total charge ... 0
Orbital gap ... 8.60 eV
Total energy ... -15455.5319 eV
HOMO level ... -8.08 eV

Geometry (Å):
1 C 1.4421 -0.6754 0.1500
2 C 1.4326 -0.2550 -1.0621
3 C -0.7761 -0.0468 0.4666
4 N -0.8406 0.4112 -0.6758
5 N 0.1260 0.3039 -1.5247
6 P -1.3938 0.3522 2.0111
7 H 2.2454 -0.8543 0.8414
8 H 2.2349 -0.1013 -1.8439
9 H 0.1143 0.5659 -2.5343
10 H -1.9673 -0.7829 2.5350
11 H -2.6174 1.0825 1.6367

natural (NBO) analysis output, partial charges in e: atom 1 (C): -0.29, atom 2 (C): -0.18, atom 3 (C): -0.09, atom 4 (N): -0.21, atom 5 (N): -0.40, atom 6 (P): 0.34, atom 7 (H): 0.21, atom 8 (H): 0.22, atom 9 (H): 0.40, atom 10 (H): -0.01, atom 11 (H): 0.00

Look up the total charge of the second one. -2

What is the formula in the third record? C3H5N2P